[1]
Molecular formula: C21H37BClCoN8O12P3
Method: DFT, ωB97M-V with the def2-TZVPD basis set

Results
LUMO energy (spin up / spin down)   3.8 / 3.8 eV
Frontier orbital gap (spin up / spin down)   7.42 / 7.71 eV
⟨S²⟩   3.757
Total energy   -5055.4508 Ha

Structure (ORCA input):
```
! RIJCOSX wB97M-V def2-TZVPD def2/J DEFGRID3
* xyz -2 4
Co -0.741 0.057 -0.783
Cl -2.608 3.951 -3.191
P -0.902 -2.930 0.436
P -2.232 -3.664 -2.100
P 2.284 0.079 1.922
O 1.377 -0.189 0.795
O -1.984 3.308 -2.055
O -1.002 -1.469 0.643
O -2.508 3.084 -4.347
O -1.935 5.200 -3.470
O -0.684 -3.683 1.828
O 0.343 -3.420 -0.408
O -2.327 -5.100 0.182
O -2.090 -5.100 -2.483
O -1.162 -2.638 -2.371
O -3.650 -3.128 -2.635
O -3.998 4.214 -2.902
N 4.843 1.370 -5.526
N 3.093 1.506 1.670
N 1.492 0.056 3.369
N 3.487 -1.066 2.171
N -1.145 1.634 0.550
N -2.380 1.868 1.024
N -2.705 0.212 -1.430
N -3.731 0.523 -0.625
C 0.710 1.444 -3.034
C 2.948 -0.193 -3.039
C -4.855 0.589 -1.343
C 2.875 0.890 -3.917
C 0.063 0.330 3.408
C -1.187 3.682 1.446
C -0.424 2.722 0.784
C 1.903 -0.425 -2.163
C 2.989 -2.416 2.389
C -3.622 -3.068 0.341
C 3.966 1.156 -4.809
C -3.184 0.100 -2.665
C -2.428 3.087 1.565
C 3.223 2.074 0.346
C 3.896 2.145 2.677
C 4.596 -1.061 1.227
C 0.752 0.380 -2.120
C -4.562 0.316 -2.666
C 1.749 1.710 -3.915
C -2.383 -3.728 -0.237
C 2.121 -0.030 4.665
B -3.540 0.842 0.893
H -0.414 -0.398 4.071
H 3.594 3.189 2.813
H -0.153 2.103 -3.051
H 4.952 -0.048 1.060
H 1.686 2.549 -4.597
H 3.738 -3.002 2.929
H 4.308 -1.488 0.259
H -5.227 0.333 -3.509
H -4.549 1.389 1.275
H 2.758 -2.910 1.440
H 0.592 2.762 0.439
H 2.939 3.130 0.360
H 4.960 2.140 2.400
H 5.421 -1.654 1.631
H 2.109 0.933 5.193
H 3.803 1.641 3.635
H 2.073 -2.390 2.978
H 3.823 -0.833 -3.049
H -3.289 -0.163 1.510
H -0.368 0.216 2.417
H -5.779 0.860 -0.863
H 1.581 -0.753 5.288
H 0.186 -3.110 -1.328
H 2.584 1.544 -0.358
H -0.986 -4.594 1.691
H -2.505 -0.075 -3.482
H -3.663 -2.016 0.074
H -0.142 1.341 3.778
H -0.896 4.671 1.746
H -3.680 -2.159 -2.640
H 4.261 2.008 -0.005
H -2.121 -5.568 -0.656
H -4.510 -3.567 -0.050
H 3.152 -0.368 4.567
H -3.623 -3.133 1.431
H -3.353 3.450 1.972
H 1.996 -1.251 -1.465
*
```

[2]
Molecular formula: C21H37BN3O13
Method: DFT, ωB97M-V with the def2-TZVPD basis set

Results
LUMO energy   -5.6 eV
Frontier orbital gap   6.87 eV
Total energy   -1989.1940 Ha

Structure (ORCA input):
```
! RIJCOSX wB97M-V def2-TZVPD def2/J DEFGRID3
* xyz 1 1
O 3.314 -6.116 1.643
O 2.985 3.064 -4.129
O 0.611 0.751 2.780
O 3.762 4.055 -6.023
O -1.782 -5.389 -0.929
O 1.176 -0.742 4.401
O -3.089 -3.181 -0.946
O 1.929 2.891 -6.140
O 1.734 -1.027 2.214
O -4.359 3.438 4.623
O -5.012 4.372 2.653
O -2.935 3.503 2.977
O 0.237 -0.973 -3.930
N 3.469 -5.330 -0.489
N 1.838 -8.336 1.599
N 2.755 -5.368 0.626
C 0.759 -3.925 -0.165
C 2.531 -7.337 1.646
C 1.521 -3.836 -1.562
C -6.669 2.672 4.662
C 0.362 -1.618 -2.608
C 1.023 2.363 4.559
C -0.013 1.593 3.762
C 0.898 2.102 -5.534
C -2.650 3.778 1.607
C 2.904 3.305 -5.312
C -5.659 3.680 5.176
C -4.186 3.835 3.350
C 2.448 -2.200 2.592
C 1.251 -0.668 -1.665
C 4.799 4.645 -5.241
C -0.061 2.972 -4.742
C -0.659 -3.225 0.066
C 2.918 -4.610 -1.580
C 0.959 -3.092 -2.857
C 1.491 -4.763 0.967
C 1.165 -0.378 3.251
B -1.918 -3.972 -0.662
H 3.515 -4.589 -2.571
H -0.611 -2.085 -0.151
H -0.869 -3.291 1.210
H 4.380 5.414 -4.587
H 3.346 -1.925 3.151
H -3.220 3.102 0.965
H -0.891 2.377 -4.354
H 0.507 0.055 -1.138
H -6.816 2.772 3.583
H -0.645 2.298 3.216
H -1.586 3.599 1.442
H 2.753 -2.716 1.681
H 0.442 3.448 -3.896
H -7.636 2.809 5.151
H 1.824 -3.097 -3.636
H -2.797 -2.254 -1.123
H 1.853 -1.212 -0.859
H 5.507 5.118 -5.923
H 0.978 -4.889 1.980
H 1.689 2.916 3.891
H -6.320 1.652 4.841
H 1.331 1.310 -4.917
H 1.653 1.690 5.146
H 1.917 0.023 -2.313
H -0.459 3.775 -5.367
H 0.542 3.064 5.243
H -2.447 -5.839 -0.338
H 1.821 -2.875 3.179
H -2.868 4.819 1.357
H 5.333 3.893 -4.656
H 0.354 1.615 -6.348
H -0.722 -1.754 -2.229
H -5.564 3.575 6.260
H -5.976 4.708 4.979
H -0.670 1.007 4.411
H 0.378 -1.706 -4.578
H 0.124 -3.742 -3.342
*
```